Entry from the Open Molecules 2025 dataset: a molecular structure, C33H47GaNO24 (wB97M-V/def2-TZVPD).

```
106
Properties=species:S:1:pos:R:3:lowdin_charge:R:1
O 0.38412 -1.66521 0.69780 0.089
H -1.20566 -0.57246 1.44329 0.101
N 2.65507 1.87185 -0.89859 -0.023
C 0.20142 5.50627 -1.99730 -0.112
C 6.42829 3.25481 2.21848 -0.088
H -4.83525 -6.21559 -0.95240 0.134
H -1.12096 9.98011 -1.64273 0.131
O -5.94784 -2.62845 5.16650 0.166
C 5.39873 2.88176 3.09232 -0.333
O 1.78360 6.46878 -0.64437 0.073
O -4.58784 -4.22292 -0.38005 0.068
O -0.89667 -8.77055 -1.55804 0.061
O -0.29331 6.71894 -1.40909 0.037
H 1.75112 -7.86686 -1.80599 0.147
O -6.98605 -0.61191 5.20548 0.038
C -2.96139 -5.78230 0.05200 -0.107
H -5.30434 0.65007 3.23721 0.125
C 5.31069 1.45509 3.54375 -0.268
H 6.55054 -0.73732 1.81591 -0.123
H 3.06989 1.99247 1.16621 0.083
O 2.94854 -6.48341 -4.75411 0.069
C -2.23567 0.12074 3.60782 -0.563
O -1.09302 0.27769 3.32790 0.167
H -4.61173 -1.15009 5.21629 0.089
C 4.83555 1.15623 0.17031 -0.325
C 0.31169 -9.49754 -1.81894 -0.105
C 5.60543 5.49729 2.12862 -0.138
H -2.25274 -0.48520 -0.72428 0.131
H 3.95437 -0.81649 2.19053 -0.098
O 3.99180 -8.26685 -3.87235 0.151
H -3.30983 -6.37338 0.90181 0.138
Ga 5.21320 0.17049 1.91888 0.301
H -1.52203 -2.29106 1.23800 0.103
H 4.67132 0.38844 -0.59014 0.021
O -1.87001 10.16036 -3.58245 0.063
C 4.60019 5.15040 3.01494 -0.119
H 0.75083 -9.86456 -0.89530 0.135
C -3.60620 -3.64843 0.35554 -0.559
H 3.89920 5.91945 3.32224 0.088
O -3.64424 -2.54090 0.79350 0.143
H -1.67926 -2.10615 -1.16424 0.123
C 4.48533 3.85315 3.50531 -0.064
H 1.08704 4.55800 -0.25117 0.134
C -1.03214 -1.43610 0.80650 -0.112
O 3.57662 -8.16025 -6.08474 0.062
H -9.93377 -1.53854 4.28772 0.133
C 1.16819 -8.46198 -2.50906 -0.105
H -8.63175 0.64638 5.39152 0.134
O -2.68981 -0.49022 4.72747 0.079
C -0.78990 9.89820 -2.67293 -0.117
C 1.37287 5.16713 -1.10742 -0.107
H 3.58766 -5.36080 -6.35686 0.136
C -4.06434 -5.45051 -0.91342 -0.113
H 5.68561 6.49864 1.72059 0.083
C -4.10663 -0.28883 4.79774 -0.126
C -1.42749 -1.18581 -0.62817 -0.124
C 2.75618 -6.01523 -6.09070 -0.107
C -0.96925 -7.75499 -2.44966 -0.567
O -3.27133 0.52796 2.82568 0.059
O -1.93318 -7.07018 -2.60650 0.144
H 3.94520 3.14912 0.13816 0.080
O -2.56238 -4.48961 0.52084 0.070
H 2.28160 0.93476 -0.74346 0.008
C 0.21594 10.95713 -3.05677 -0.112
C 3.61464 2.11037 0.22713 -0.356
H 0.50100 5.71303 -3.02713 0.130
O -0.23004 -0.64242 -1.18776 0.057
H -3.69420 -5.26724 -1.92186 0.125
H 1.83786 -8.88615 -3.24669 0.112
C -8.29263 -0.19444 4.79186 -0.111
C 6.54484 4.54868 1.73239 -0.106
C 0.72937 7.29446 -0.72891 -0.585
H 0.07780 -10.34772 -2.46267 0.133
H 0.06696 11.89336 -2.51539 0.132
C 0.81818 -1.06899 -0.42796 -0.550
H 6.13225 1.19059 4.21491 0.040
C 2.75187 -7.30427 -6.88391 -0.116
H -8.24951 0.10893 3.74411 0.135
H 7.13110 2.49598 1.89453 0.102
H 2.17664 4.66642 -1.63714 0.122
C -9.12234 -1.43968 5.00406 -0.117
H 1.24434 10.63207 -2.92500 0.133
O 0.18426 -7.61953 -3.13102 0.072
O -0.07811 11.17339 -4.44260 0.056
O -1.96328 11.01178 -5.66590 0.152
H 3.24004 1.84284 -1.72572 0.050
H 4.39843 1.32694 4.13451 0.030
H -4.30463 0.57743 5.43512 0.136
C -6.93503 -1.97402 5.07634 -0.544
H -0.56528 4.73660 -1.99938 0.133
H 3.16688 -7.19322 -7.88238 0.131
H -9.52884 -1.50448 6.01499 0.134
H 1.75604 -7.74537 -6.95830 0.132
H 7.34319 4.77148 1.03549 0.090
H 1.82645 -5.45875 -6.17345 0.136
C -1.36379 10.80085 -4.66055 -0.578
O -8.16276 -2.48069 4.82506 0.072
H -0.42127 8.88798 -2.84442 0.119
O 0.68735 8.39697 -0.27108 0.137
C -4.47118 -0.03957 3.35336 -0.122
H -2.13381 -6.29524 -0.42060 0.107
H -4.69262 -0.96305 2.81195 0.125
O 1.95955 -0.92952 -0.74028 0.133
H 3.68062 3.59800 4.18259 0.101
C 3.54837 -7.69013 -4.81347 -0.582
H 5.68948 1.75532 -0.17046 0.020
```

Output
- Charge: -1
- Spin multiplicity: 1
- LUMO level: 1.3 eV

=====

Entry from the Open Molecules 2025 dataset: 2 unconnected molecules or ions with the total composition C17H28O5P (wB97M-V/def2-TZVPD).

```
51
Properties=species:S:1:pos:R:3:nbo_charge:R:1
C 7.14303 3.77594 2.75948 -0.220
C -1.02511 0.09440 -1.88188 -0.077
C -5.67794 0.19113 -1.48715 -0.058
C 0.22318 0.91840 -2.20413 -0.076
C 2.73902 0.05729 0.33094 -0.639
H 7.36584 4.82561 2.90430 0.209
H 0.38475 0.99430 -3.28465 0.176
H -3.06879 -5.36584 -0.62177 -0.156
C 6.57033 1.08517 2.38290 -0.210
H 6.34444 0.03727 2.23226 0.218
O -7.32591 2.78749 -1.33217 -0.547
O 1.38809 0.36659 -1.62081 -0.539
C 5.56130 1.96500 2.74961 -0.214
H 4.55058 1.60072 2.88224 0.219
H -1.59850 -4.72706 0.81026 -0.212
O -7.08906 0.56047 -1.43532 -0.564
H 9.16198 3.25995 2.24913 0.208
H -7.77584 1.58088 0.19966 0.093
C 8.15220 2.89625 2.39233 -0.216
H 8.65210 0.86474 1.91651 0.211
C 7.86575 1.55094 2.20444 -0.213
C 1.82286 1.01132 -0.44115 -0.054
P -1.82930 -4.66616 -0.61830 1.576
H -1.32163 0.29996 -0.84010 0.155
H -4.25253 -3.26813 -0.27959 0.192
H -5.44929 0.00653 -2.53886 0.197
H -5.92089 -0.91915 0.31659 0.193
H -3.61268 -0.51097 0.45927 0.186
C -3.87100 -1.15497 -0.39217 -0.401
C -7.37814 1.71967 -0.82022 0.672
H 0.95634 1.29902 0.17218 0.158
C -3.39170 -2.60061 -0.12479 -0.417
O -0.81464 -1.26196 -2.09998 -0.565
H -5.73710 -1.93097 -1.14141 0.208
H -5.07464 1.04734 -1.16409 0.176
C 5.84753 3.31013 2.93802 -0.202
H 2.76258 -0.89995 -0.19310 0.243
H 3.75065 0.45963 0.42679 0.198
H -1.84288 0.46518 -2.52654 0.157
C -2.25395 -3.04435 -1.03894 -0.791
H 2.34890 -0.13041 1.33493 0.204
C -5.38375 -1.02849 -0.63300 -0.418
H 5.05947 3.99588 3.22224 0.210
H 0.05934 1.94062 -1.82366 0.151
H -1.00357 -1.55173 -0.06417 0.123
H -0.11891 -2.79078 -0.97439 0.194
H 2.35837 1.93918 -0.69891 0.151
O -0.72990 -5.41672 -1.30534 -1.146
C -1.02964 -2.17924 -0.98036 -0.099
H -3.14153 -2.69055 0.95578 0.150
H -3.34977 -0.76893 -1.27286 0.209
```

Output
- Charge: -1
- Spin multiplicity: 1
- LUMO level: 2.3 eV

=====

Entry from the Open Molecules 2025 dataset: 2 unconnected molecules or ions with the total composition C3H5N3O at a distorted geometry (wB97M-V/def2-TZVPD).

```
12
Properties=species:S:1:pos:R:3:nbo_charge:R:1
N -1.50642 0.31957 1.10163 -0.734
O 2.60944 0.78263 -0.63277 -0.682
H 2.34627 0.55005 -1.53557 0.479
H -2.49913 0.30383 1.43061 0.394
H 0.95830 1.96096 -0.07900 0.209
C -1.70503 -0.78492 0.57679 0.633
H 1.62851 0.87107 1.15477 0.227
N 0.15593 -0.93704 -1.06654 -0.352
N -1.81164 -1.90743 0.14903 -0.680
C 0.51809 -0.07284 -0.38900 0.254
C 1.41394 0.97702 0.09015 -0.160
H -2.10824 -2.06292 -0.80012 0.413
```

Output
- Spin multiplicity: 1
- LUMO level: 0.8 eV

=====

What are the gap between HOMO and LUMO values for these records? In order: 5.340 5.421 11.399 eV.
What are the HOMO energy values for these records? In order: -4.02 -3.08 -10.62 eV.